DFT (ωB97M-V with the def2-TZVPD basis set) results for a 3-piece molecular cluster, C18H42FN3O2 overall.

## Properties
total charge	0
highest occupied orbital energy	-8.16	eV
largest force on an atom	8.576	eV/A
calculated total energy	-1125.4605	a.u.
SMILES string	CCNC(=O)OC[C@@H](C)F.CCN(CC)CC.CCN(CC)CC
orbital gap	8.610	eV
E_LUMO	0.45	eV

Structure (XYZ):
```
66
Properties=species:S:1:pos:R:3:forces:R:3:nbo_charge:R:1
F -1.218 0.213 0.402 1.5 -2.5 0.3 -0.410
O 0.703 -4.450 0.828 3.9 7.7 0.1 -0.597
O 1.118 -2.403 2.007 0.1 -0.6 -3.9 -0.530
N -0.797 2.232 4.224 0.2 -0.1 -0.3 -0.456
N 0.367 -0.543 -4.808 0.0 0.3 0.0 -0.455
N 2.154 -2.928 -0.397 -0.1 1.0 3.7 -0.664
C -0.656 1.723 6.680 -0.1 0.0 0.0 -0.616
C 1.312 -3.231 0.819 -2.4 -7.0 -0.4 0.873
C -0.665 0.496 -4.871 0.2 0.1 0.2 -0.209
C -0.009 -1.952 -6.908 0.0 -0.1 -0.4 -0.638
C -2.757 3.833 4.592 -0.3 0.2 0.0 -0.637
C 4.066 -1.562 0.855 0.0 1.2 0.0 -0.658
C -1.882 -2.203 0.346 0.4 1.3 0.3 -0.670
C -0.097 2.494 5.485 -0.3 -0.2 0.0 -0.214
C 2.903 -1.620 -0.298 1.2 1.3 -0.7 -0.249
C -2.054 0.085 -5.349 -0.3 0.1 -0.2 -0.635
C 1.242 -2.529 -3.542 -0.1 -0.1 -0.1 -0.618
C -2.247 2.441 4.228 0.0 -0.3 0.2 -0.220
C 0.870 -0.997 -6.106 0.3 -0.1 0.2 -0.217
C 0.268 -1.239 1.802 -1.4 2.2 0.7 -0.124
C -0.577 -1.158 0.413 -1.4 0.0 -0.5 0.171
C 0.071 -1.588 -3.822 0.3 0.0 -0.3 -0.212
C -0.096 2.769 3.054 0.1 -0.3 0.0 -0.214
C 0.049 4.284 2.951 0.1 0.3 -0.2 -0.634
H -2.453 -2.028 1.373 1.2 -0.6 -2.2 0.223
H 1.106 -0.127 -6.731 -0.2 0.1 0.3 0.197
H 4.840 -0.718 0.541 -1.6 -1.8 0.7 0.222
H 2.186 -0.678 -0.146 1.4 -2.3 -0.3 0.215
H -0.529 -1.230 2.690 1.7 -0.2 -2.0 0.221
H -0.037 1.914 7.564 -0.1 0.0 -0.2 0.212
H 0.390 4.738 3.886 -0.1 -0.1 -0.1 0.204
H -2.231 4.266 5.445 0.0 0.0 -0.1 0.203
H -0.186 -1.112 -2.868 -0.1 0.2 -0.2 0.190
H 1.508 -3.125 -4.420 0.0 0.1 0.0 0.202
H -3.819 3.775 4.861 0.1 0.0 0.0 0.211
H -2.083 -0.057 -6.431 0.0 -0.1 0.1 0.200
H 3.569 -1.204 1.870 1.2 -1.1 -2.0 0.229
H 3.402 -1.441 -1.368 -1.1 -0.5 2.4 0.215
H -0.888 4.759 2.650 0.1 0.0 0.1 0.202
H -0.807 -1.422 -7.429 0.0 -0.1 0.1 0.203
H -0.096 3.562 5.731 0.1 0.1 0.1 0.159
H 0.596 -2.448 -7.678 -0.1 0.1 0.1 0.211
H -2.412 -0.827 -4.863 0.1 0.1 -0.1 0.205
H -0.577 2.399 2.139 -0.1 0.0 0.2 0.205
H -0.769 0.932 -3.868 0.1 -0.2 0.0 0.191
H -0.309 1.326 -5.497 0.1 -0.3 0.0 0.192
H -2.660 2.160 3.252 0.3 0.0 0.0 0.201
H 0.886 -0.229 1.950 -1.1 -2.2 -0.6 0.203
H 2.848 -3.714 -0.581 -1.6 1.1 0.5 0.418
H -0.453 -2.737 -6.291 0.0 0.1 0.0 0.205
H -2.774 0.879 -5.116 0.1 -0.1 0.0 0.212
H 2.126 -1.975 -3.211 -0.1 0.0 -0.1 0.200
H -1.565 -3.321 0.206 -0.5 2.3 0.3 0.257
H -0.795 -2.189 -4.119 -0.1 -0.1 0.1 0.162
H 0.968 -3.231 -2.746 0.0 0.2 -0.1 0.228
H 0.068 -1.182 -0.578 -1.2 -0.1 2.2 0.197
H -2.581 -1.829 -0.534 1.6 -0.9 1.8 0.233
H 1.842 -1.480 -5.948 -0.1 0.0 0.1 0.191
H -2.697 1.722 4.923 0.2 0.1 0.0 0.191
H -2.683 4.521 3.749 0.1 0.0 0.1 0.203
H 4.673 -2.553 0.992 -1.4 1.8 -0.3 0.221
H -1.676 2.031 6.927 0.1 -0.1 0.0 0.202
H 0.789 4.533 2.182 -0.1 0.0 0.1 0.211
H 0.911 2.332 3.033 -0.1 0.0 0.2 0.182
H 0.951 2.194 5.377 -0.1 0.1 -0.3 0.195
H -0.650 0.644 6.494 -0.1 0.1 0.0 0.210
```
Forces are in eV/Å.

DFT (ωB97M-V with the def2-TZVPD basis set) results for a 2-piece molecular cluster, ClH3NOP overall.

## Properties
total charge	0
highest occupied orbital energy (alpha / beta)	-8.88 / -8.88	eV
largest force on an atom	3.465	eV/A
calculated total energy	-933.3057	a.u.
energy above the lowest of the compared OMol25 structures with the same formula, charge and spin	2.412	eV
orbital gap (alpha / beta)	8.619 / 8.615	eV
E_LUMO (alpha / beta)	-0.26 / -0.26	eV

Structure (XYZ):
```
7
Properties=species:S:1:pos:R:3:forces:R:3:nbo_charge:R:1
Cl 0.746 1.741 1.176 1.3 1.0 0.3 -0.301
P -0.559 0.933 -0.088 1.2 -3.1 -1.0 1.156
O -1.247 0.030 1.043 -1.5 -0.1 -0.8 -0.989
N 0.862 -0.860 -0.981 -2.6 1.3 1.8 -1.015
H -0.695 -0.008 1.811 0.4 -0.4 0.9 0.506
H 0.763 -0.247 -1.757 0.6 0.4 -1.6 0.312
H 0.129 -1.589 -1.205 0.7 0.9 0.5 0.331
```
Forces are in eV/Å.

DFT (ωB97M-V with the def2-TZVPD basis set) results for C46H40F6FeN6P2 as an isolated structure.

## Properties
total charge	-1
highest occupied orbital energy (alpha / beta)	-3.69 / -3.31	eV
largest force on an atom	1.374	eV/A
calculated total energy	-4651.4230	a.u.
<S²>	0.77
energy above the lowest of the compared OMol25 structures with the same formula, charge and spin	0.000	eV
orbital gap (alpha / beta)	5.881 / 5.507	eV
E_LUMO (alpha / beta)	2.20 / 2.19	eV
multiplicity	2

Structure (XYZ):
```
101
Properties=species:S:1:pos:R:3:forces:R:3:mulliken_charge:R:1
Fe -0.987 -0.269 -0.290 0.9 -0.4 1.0 0.966
P 1.277 0.026 -0.631 -1.2 -0.2 -0.3 2.527
P -2.155 -1.110 -4.062 0.1 0.3 0.3 1.694
F -0.593 -1.047 -4.423 0.1 -0.1 0.0 -0.358
F -2.327 0.448 -4.423 0.0 0.0 0.0 -0.394
F -2.013 -2.659 -3.616 0.0 -0.1 0.0 -0.355
F -2.523 -1.545 -5.559 0.0 0.0 -0.1 -0.355
F -3.740 -1.159 -3.658 0.0 0.0 0.2 -0.448
F -1.779 -0.672 -2.493 -0.4 -0.1 -0.6 -0.452
N -1.372 -2.609 -0.192 0.2 0.7 -0.5 0.847
N -2.886 -0.349 3.641 -0.1 0.0 0.0 -0.076
N -3.419 -0.679 -0.058 0.4 0.0 0.2 0.211
N -0.554 1.916 0.167 -0.5 0.0 -0.6 0.442
N -2.674 -4.215 -1.003 -0.1 0.0 0.1 -0.016
N -1.497 -0.831 1.980 0.3 0.3 -0.2 0.797
C -0.707 2.713 2.421 0.1 -0.3 0.0 -0.084
C 1.172 -5.314 -0.166 0.1 0.0 0.1 -0.768
C 3.203 1.513 3.297 0.1 -0.1 -0.1 -1.148
C 1.846 1.817 3.039 -0.2 -0.2 -0.1 1.161
C 2.804 -2.974 -2.914 0.0 0.0 0.0 -0.728
C 1.082 2.507 4.007 0.0 0.1 0.1 -0.912
C 2.278 2.989 -4.043 0.0 0.0 0.0 -0.806
C 3.991 0.975 2.322 0.1 0.1 0.2 -1.275
C -2.564 -2.914 -0.600 0.1 -0.2 0.1 0.212
C 1.704 1.178 -2.002 0.0 0.1 0.1 0.021
C -3.727 -1.984 -0.627 0.0 0.0 0.0 -1.934
C 0.490 -1.352 3.434 0.0 0.1 0.0 0.103
C 0.371 -6.316 -0.722 -0.1 0.0 0.0 -0.643
C -0.870 3.196 -0.346 0.4 0.1 0.0 -0.941
C 0.962 2.699 -3.719 0.1 0.0 -0.1 -0.865
C 2.083 0.773 0.833 0.4 -0.1 0.1 0.163
C 3.026 1.462 -2.346 -0.1 0.0 0.0 -0.484
C 1.279 1.478 1.778 0.0 -0.3 0.4 0.084
C 1.494 3.941 0.276 0.0 0.3 -0.1 -0.979
C 0.897 -1.416 4.754 0.1 0.0 -0.1 -0.682
C 3.313 2.364 -3.357 0.0 0.0 0.0 -0.701
C 0.677 1.798 -2.704 0.0 -0.1 0.0 0.489
C 3.692 -3.658 -2.094 0.0 0.0 0.0 -0.736
C -1.427 -4.791 -0.852 0.1 0.1 0.1 0.600
C 0.688 -4.036 0.049 -0.1 0.0 0.0 -0.013
C -0.180 2.934 3.698 0.1 0.0 0.0 -1.395
C -0.949 -6.074 -1.070 0.0 0.0 0.0 -1.232
C -0.179 5.527 -0.629 0.1 0.1 0.1 -0.675
C 3.205 -2.116 -0.312 0.1 0.1 -0.2 -0.388
C -2.302 4.857 -1.434 0.1 0.1 0.0 -0.836
C -3.840 -0.437 1.315 -0.1 0.2 -0.1 -1.567
C -0.018 1.999 1.445 -0.6 0.1 0.2 -0.036
C -3.115 2.548 -1.288 -0.3 -0.5 -0.1 -0.558
C -2.710 -0.519 2.291 0.1 -0.1 0.2 0.124
C -1.669 -0.615 4.243 0.1 0.0 -0.1 0.355
C 2.147 -1.848 -2.446 -0.1 0.0 0.0 -1.177
C -0.624 -3.769 -0.320 -0.1 -0.3 0.0 -0.226
C 0.043 -1.058 5.804 -0.1 0.1 0.0 -0.597
C -1.261 -0.652 5.569 0.1 0.0 0.0 -1.169
C -0.808 -0.922 3.177 -0.1 -0.1 0.3 -0.021
C 3.425 0.606 1.090 -0.3 0.0 -0.2 -0.269
C -2.063 3.549 -1.031 0.6 0.1 0.3 0.871
C 0.106 4.231 -0.226 0.0 0.0 -0.1 1.451
C 3.889 -3.226 -0.793 0.0 0.0 0.0 -0.902
C -1.385 5.865 -1.212 -0.1 0.1 -0.1 -1.005
C 2.351 -1.389 -1.142 0.1 0.0 0.2 1.310
H 1.541 3.885 1.368 0.1 0.1 -0.1 0.144
H 0.153 3.170 -4.264 0.0 0.0 0.0 0.508
H -4.582 -2.459 -0.125 0.0 0.0 0.0 0.559
H 1.296 -3.259 0.488 -0.1 -0.1 0.0 0.347
H -1.570 -6.853 -1.494 0.0 0.0 0.0 0.409
H 1.847 2.990 -0.121 0.0 0.2 0.0 -0.299
H -4.282 0.560 1.388 0.0 0.0 -0.1 0.497
H 5.048 0.817 2.500 0.0 0.0 0.0 0.357
H 0.785 -7.305 -0.874 0.0 0.0 0.0 0.379
H 3.836 0.959 -1.830 0.0 0.0 0.0 0.196
H 2.178 4.726 -0.050 0.0 0.0 0.0 0.538
H 1.446 -1.328 -3.090 0.0 0.0 0.0 0.313
H 1.903 -1.743 4.983 0.0 0.0 0.0 0.414
H 2.196 -5.544 0.100 0.0 0.0 0.0 0.485
H -3.236 5.084 -1.939 0.0 -0.1 0.0 0.390
H 0.579 6.293 -0.502 0.0 -0.1 0.0 0.411
H 4.212 -4.534 -2.463 0.0 0.0 0.0 0.391
H 1.522 2.709 4.977 0.0 0.0 0.0 0.350
H -1.926 -0.389 6.382 0.0 0.0 0.0 0.414
H -0.350 1.563 -2.457 0.0 0.0 0.0 0.001
H 2.616 -3.321 -3.923 0.0 0.0 0.0 0.457
H 2.501 3.695 -4.835 0.0 0.0 0.0 0.365
H -2.676 1.659 -1.732 -0.1 -0.3 -0.1 -0.552
H -1.672 3.125 2.151 0.0 0.0 0.0 0.527
H -3.875 2.941 -1.967 0.0 -0.1 0.1 0.392
H 4.572 -3.759 -0.142 0.0 0.0 0.0 0.420
H 3.616 1.759 4.269 0.0 0.0 0.0 0.411
H -3.455 -4.609 -1.496 0.0 0.0 0.0 0.261
H 3.331 -1.824 0.721 0.0 0.0 0.0 0.243
H -3.794 0.028 -0.659 -0.1 0.3 -0.3 0.084
H -3.730 -0.065 4.104 0.0 0.0 0.0 0.205
H -0.768 3.473 4.433 0.0 0.0 0.0 0.299
H -3.997 -1.847 -1.668 -0.1 0.1 -0.2 0.423
H 4.060 0.157 0.339 0.0 0.0 0.0 0.573
H -1.593 6.887 -1.506 0.0 0.0 0.0 0.362
H 4.343 2.579 -3.615 0.0 0.0 0.0 0.431
H -4.618 -1.150 1.624 0.0 0.0 0.0 0.386
H -3.585 2.275 -0.343 -0.2 -0.2 0.1 0.066
H 1.144 -1.629 2.617 0.0 0.1 0.0 0.252
H 0.404 -1.103 6.823 0.0 0.0 0.0 0.369
```
Forces are in eV/Å.

DFT (ωB97M-V with the def2-TZVPD basis set) results for C2H8InO3 as an isolated structure.

## Properties
total charge	+2
highest occupied orbital energy (alpha / beta)	-19.26 / -19.23	eV
largest force on an atom	3.266	eV/A
calculated total energy	-496.0919	a.u.
<S²>	0.76
energy above the lowest of the compared OMol25 structures with the same formula, charge and spin	0.000	eV
orbital gap (alpha / beta)	11.399 / 5.202	eV
E_LUMO (alpha / beta)	-7.86 / -14.03	eV
multiplicity	2

Structure (XYZ):
```
14
Properties=species:S:1:pos:R:3:forces:R:3:nbo_charge:R:1
In -2.916 0.281 -0.385 -0.2 -0.1 -0.3 0.991
O -0.673 -0.967 0.977 1.7 2.3 0.8 -0.504
O -0.167 1.724 -0.132 1.1 -1.7 0.4 -0.537
O -0.817 -1.065 -2.014 -0.2 0.5 0.7 -0.973
C 0.477 -0.138 1.343 -1.4 -2.7 -1.1 -0.100
C 0.890 0.874 0.257 -0.8 1.3 0.3 -0.090
H 0.156 2.604 -0.340 0.2 0.8 0.1 0.538
H -0.160 -0.661 -2.580 0.2 0.2 -0.5 0.500
H -0.823 -1.986 -2.274 -0.1 -0.5 -0.2 0.512
H -0.436 -1.825 1.336 -0.2 -1.0 -0.1 0.529
H 0.202 0.414 2.242 -0.1 0.6 0.3 0.317
H 1.807 1.319 0.643 -0.2 0.7 -0.2 0.262
H 1.159 0.255 -0.599 -0.1 -0.7 -0.4 0.301
H 1.300 -0.829 1.527 0.2 0.3 0.2 0.254
```
Forces are in eV/Å.